No. 1
Computed, not measured: 8 unconnected molecules or ions with the total composition C36H62BrO26, with wB97M-V/def2-TZVPD.

HOMO energy   -5.78 eV
Frontier orbital gap   7.33 eV
Total charge   -1
E   -5939.412786 a.u.

```
125
Properties=species:S:1:pos:R:3:lowdin_charge:R:1
C 4.8930 3.4284 -1.5130 -0.121
C 5.3619 2.0224 -1.8926 -0.701
Br 3.8060 0.8123 -1.9845 0.641
C 6.3533 1.4245 -0.9087 -0.191
C 7.6023 2.2281 -0.7635 -0.090
C 8.3086 2.9396 -1.6532 0.041
C 8.0237 3.1088 -3.1315 -0.693
O 8.3276 2.1126 -3.8138 -0.005
O 7.4719 4.1878 -3.4464 -0.010
C 9.4473 3.5426 -0.9088 -0.381
O 10.2677 4.2998 -1.2962 0.187
O 9.4142 3.0884 0.3953 0.141
C 8.2800 2.3167 0.5336 -0.401
O 7.9848 1.8262 1.5777 0.136
H 3.8599 3.4287 -1.1801 0.044
H 5.5017 3.8214 -0.7003 0.079
H 5.0122 4.1043 -2.3526 0.074
H 5.7541 2.0115 -2.9015 0.074
H 5.8546 1.3498 0.0586 0.114
H 6.6097 0.4048 -1.1975 0.122
C -2.0804 4.2598 -0.4463 -0.061
C -1.6481 2.8101 -0.4771 -0.205
O -0.3111 2.6324 0.0114 0.048
C -0.1590 2.7027 1.3278 -0.602
O -1.0414 2.8663 2.1378 0.095
O 1.1297 2.5538 1.6057 0.018
C 1.4670 2.6729 2.9904 -0.024
H -1.3723 4.8802 -0.9973 0.084
H -3.0664 4.3670 -0.8996 0.073
H -2.1280 4.6415 0.5724 0.073
H -1.6242 2.4483 -1.5026 0.124
H -2.3331 2.1736 0.0835 0.122
H 0.8817 1.9837 3.5958 0.090
H 1.3118 3.6962 3.3290 0.099
H 2.5198 2.4201 3.0666 0.097
C -3.3656 2.0922 5.3197 -0.060
C -2.4704 1.2202 4.4662 -0.200
O -1.6734 0.3242 5.2682 0.040
C -2.3094 -0.7240 5.7734 -0.617
O -3.4626 -1.0219 5.5936 0.119
O -1.4386 -1.4224 6.5092 -0.004
C -2.0001 -2.5642 7.1549 -0.050
H -2.7726 2.6405 6.0533 0.082
H -3.8927 2.8089 4.6902 0.080
H -4.1034 1.4999 5.8598 0.072
H -1.7558 1.8319 3.9219 0.088
H -3.0445 0.6488 3.7369 0.127
H -2.4851 -3.2196 6.4346 0.093
H -2.7135 -2.2557 7.9178 0.096
H -1.1748 -3.0930 7.6236 0.092
C 2.9522 -2.4001 -7.0408 -0.070
C 2.8592 -0.8898 -7.1010 -0.218
O 3.9835 -0.2548 -6.4890 0.032
C 5.1292 -0.2699 -7.1693 -0.614
O 5.3075 -0.7509 -8.2613 0.111
O 6.0241 0.3630 -6.4235 0.015
C 7.3533 0.4241 -6.9413 -0.029
H 3.0817 -2.7292 -6.0091 0.081
H 2.0427 -2.8494 -7.4417 0.075
H 3.7999 -2.7641 -7.6188 0.072
H 1.9987 -0.5450 -6.5308 0.120
H 2.7482 -0.5352 -8.1266 0.121
H 7.3608 0.8562 -7.9400 0.092
H 7.7948 -0.5716 -6.9609 0.096
H 7.9085 1.0597 -6.2573 0.082
C 0.1717 -4.2096 4.4289 -0.068
C 1.1478 -4.9596 3.5497 -0.201
O 1.9894 -5.8454 4.3083 0.043
C 1.4149 -6.9662 4.7279 -0.615
O 0.2860 -7.3214 4.5059 0.119
O 2.3178 -7.6563 5.4299 0.004
C 1.8193 -8.8683 5.9960 -0.045
H 0.7029 -3.6712 5.2150 0.084
H -0.3949 -3.4918 3.8358 0.084
H -0.5312 -4.8908 4.9069 0.071
H 1.8333 -4.2646 3.0704 0.126
H 0.6374 -5.5219 2.7681 0.124
H 1.3785 -9.5035 5.2309 0.094
H 1.0819 -8.6508 6.7673 0.097
H 2.6738 -9.3700 6.4406 0.091
C -8.1210 1.3665 -2.6686 -0.063
C -7.0589 2.0508 -1.8365 -0.208
O -5.8565 2.2947 -2.5838 0.035
C -5.9120 3.3027 -3.4506 -0.617
O -6.8513 4.0313 -3.6407 0.121
O -4.7348 3.3744 -4.0726 0.002
C -4.6699 4.3719 -5.0953 -0.038
H -7.7313 0.4439 -3.1006 0.084
H -8.9873 1.1255 -2.0528 0.081
H -8.4511 2.0033 -3.4875 0.069
H -6.7523 1.4077 -1.0142 0.122
H -7.4218 2.9865 -1.4113 0.124
H -4.9452 5.3485 -4.7044 0.095
H -5.3220 4.1043 -5.9251 0.097
H -3.6388 4.3910 -5.4346 0.094
C -15.0894 -1.0052 -2.9803 -0.066
C -14.0233 -0.2730 -2.1941 -0.212
O -12.8363 -0.0473 -2.9693 0.035
C -12.9192 0.9260 -3.8747 -0.615
O -13.8697 1.6378 -4.0694 0.123
O -11.7556 0.9870 -4.5210 0.001
C -11.7174 1.9504 -5.5774 -0.036
H -14.6930 -1.9409 -3.3766 0.082
H -15.9406 -1.2294 -2.3375 0.080
H -15.4405 -0.4069 -3.8190 0.074
H -13.6954 -0.8779 -1.3512 0.122
H -14.3913 0.6756 -1.8036 0.124
H -11.9960 2.9368 -5.2145 0.096
H -12.3800 1.6488 -6.3869 0.098
H -10.6919 1.9687 -5.9337 0.092
C 8.6061 -0.8313 3.2753 -0.057
C 8.3964 -2.2610 2.8338 -0.199
O 8.7079 -3.2169 3.8706 0.037
C 7.8064 -3.3361 4.8346 -0.617
O 6.7483 -2.7686 4.9094 0.123
O 8.2625 -4.2326 5.7203 -0.003
C 7.4097 -4.4196 6.8485 -0.050
H 9.6249 -0.6920 3.6421 0.085
H 8.4375 -0.1484 2.4417 0.053
H 7.9225 -0.5597 4.0782 0.079
H 9.0770 -2.5064 2.0213 0.122
H 7.3789 -2.4294 2.4817 0.124
H 6.4010 -4.6815 6.5364 0.093
H 7.3853 -3.5181 7.4591 0.096
H 7.8387 -5.2363 7.4225 0.089
```



No. 2
Computed, not measured: a molecular structure, C7H6O in a non-equilibrium geometry, with wB97M-V/def2-TZVPD.

HOMO energy   -9.29 eV
Frontier orbital gap   9.77 eV
E   -345.326650 a.u.

```
14
Properties=species:S:1:pos:R:3:nbo_charge:R:1
C 2.6618 0.0541 -0.1272 -0.297
C 1.5035 -0.2688 -0.1613 0.057
C 0.2174 -0.8628 -0.2976 -0.324
C -0.6265 -0.6132 0.8827 0.014
C -1.0848 -0.0724 -1.0081 0.060
C -1.0593 1.2101 -0.4705 -0.287
C -0.8254 0.8868 0.8783 -0.154
H 3.7322 0.0414 0.2310 0.251
H 0.5235 -1.8891 -0.3960 0.254
H -0.5284 -1.0675 1.8640 0.217
H -1.2895 -0.2997 -2.1549 0.231
H -0.9322 2.2973 -0.9027 0.263
H -0.4967 1.6826 1.6439 0.235
O -1.7956 -1.0988 0.0186 -0.518
```



No. 3
Computed, not measured: 3 unconnected molecules or ions with the total composition C6H14O, with wB97M-V/def2-TZVPD.

HOMO energy   -9.41 eV
Frontier orbital gap   10.17 eV
E   -312.183386 a.u.
Structure (SMILES)   C=C(C)C.C=O.C

```
21
Properties=species:S:1:pos:R:3:nbo_charge:R:1
C 2.1940 -1.9332 0.4815 -0.850
O 1.6624 -0.0476 -1.8446 -0.503
C 1.2235 0.9514 -1.3347 0.280
C -1.1921 0.3888 0.3700 0.012
C -1.3907 1.8751 0.5165 -0.650
C -1.7669 -0.2717 -0.8630 -0.659
C -0.6140 -0.3263 1.3348 -0.413
H 2.0804 -2.6278 1.3182 0.202
H 3.1853 -1.4774 0.5001 0.212
H 2.0560 -2.4574 -0.4657 0.219
H 0.4125 1.5386 -1.8131 0.106
H 1.5956 1.3462 -0.3674 0.115
H -0.7288 2.2963 1.2806 0.217
H -2.4249 2.0744 0.8234 0.225
H -1.2281 2.4156 -0.4241 0.205
H -1.1843 -1.1557 -1.1508 0.231
H -1.7811 0.4138 -1.7211 0.209
H -2.8030 -0.5870 -0.6818 0.225
H 1.4442 -1.1473 0.5506 0.214
H -0.5451 -1.4082 1.2655 0.204
H -0.1950 0.1393 2.2250 0.199
```



No. 4
Computed, not measured: C5H4FNO in the gas phase in a non-equilibrium geometry, with wB97M-V/def2-TZVPD.

HOMO energy   -8.77 eV
Frontier orbital gap   9.07 eV
E   -422.625107 a.u.
Structure (SMILES)   C#C/C(F)=C\NC=O

```
12
Properties=species:S:1:pos:R:3:nbo_charge:R:1
C 0.0160 0.9426 0.4523 0.308
C 1.1925 0.5558 -0.0016 -0.084
C 0.7983 -1.7342 -0.5521 0.524
C -1.2606 0.3772 -0.0489 -0.063
C -2.2877 0.3717 -0.8524 -0.227
H 2.0334 1.1968 0.2174 0.220
H 2.3743 -0.5664 -1.3175 0.403
H 1.3129 -2.4642 -1.3099 0.130
H -3.4364 0.2024 -0.9740 0.265
N 1.3255 -0.4405 -0.8574 -0.609
O -0.1719 -1.8692 0.1984 -0.536
F -0.1044 1.8433 1.5350 -0.330
```



No. 5
Computed, not measured: C4H6O2 in the gas phase in a non-equilibrium geometry, with wB97M-V/def2-TZVPD.

HOMO energy   -10.01 eV
Frontier orbital gap   10.58 eV
E   -306.417584 a.u.
Structure (SMILES)   C/C=C\C(=O)O

```
12
Properties=species:S:1:pos:R:3:nbo_charge:R:1
C 0.0852 0.7271 2.1534 -0.688
C 0.8964 1.0351 0.9057 -0.157
C 0.6874 0.6139 -0.3246 -0.332
C -0.2464 -0.4442 -0.9195 0.737
H -0.7268 -0.0447 1.8561 0.231
H -0.2020 1.6653 2.8141 0.250
H 0.8577 0.3783 2.9713 0.238
H 1.8361 1.7994 0.8281 0.225
H 1.5972 0.5774 -1.1287 0.238
H -0.3694 -1.8550 0.4783 0.483
O -0.7637 -1.5731 -0.3540 -0.683
O -0.6773 -0.1910 -1.9847 -0.543
```



No. 6
Computed, not measured: a molecular structure, C14H20FN3O in a non-equilibrium geometry, with wB97M-V/def2-TZVPD.

HOMO energy   -8.27 eV
Frontier orbital gap   8.58 eV
E   -884.362101 a.u.

```
39
Properties=species:S:1:pos:R:3:nbo_charge:R:1
C 4.9449 -1.7518 -0.6948 -0.379
N 3.8467 -0.9587 -0.8378 -0.505
C 2.9244 -1.2001 0.2002 -0.225
C 1.5343 -0.5211 0.0479 -0.224
N 1.8011 0.7545 -0.0193 -0.435
C 2.6467 1.1819 -0.8806 -0.203
C 3.8982 0.3411 -0.6018 -0.129
H 4.6575 0.7422 -1.6987 0.111
H 4.4040 0.7643 0.0996 0.174
H 2.9700 2.2904 -0.8854 0.192
H 2.2114 1.2513 -1.9069 0.142
C 0.4848 1.8574 0.0039 -0.211
C -0.1687 1.4933 1.3169 -0.501
C -1.2441 0.6889 1.4822 0.614
O -1.2331 -0.3910 2.0306 -0.610
N -2.3539 0.8457 0.7015 -0.581
C -3.3983 -0.0240 0.3530 0.216
C -3.7498 -1.1402 0.9837 -0.309
C -4.7714 -1.6563 0.5207 -0.156
C -5.8094 -1.2002 -0.2108 -0.328
C -5.5318 -0.0361 -1.0072 0.427
C -4.4522 0.7648 -0.4664 -0.334
H -4.1535 1.7306 -1.0508 0.209
F -6.4113 0.5465 -1.6374 -0.283
H -6.6925 -1.5937 -0.8260 0.231
H -4.9979 -2.6881 1.0484 0.203
H -3.0073 -1.6805 1.6137 0.269
H -2.1710 1.9032 0.0235 0.372
H -0.7488 2.5999 1.7424 0.234
H 0.5508 1.4259 2.3028 0.287
H -0.0570 1.6180 -0.7986 0.188
H 0.8938 2.7680 -0.1563 0.208
H 0.8335 -0.7094 0.9079 0.236
H 0.9788 -0.8813 -0.9082 0.131
H 2.5031 -2.4230 0.1662 0.196
H 3.2407 -0.8816 1.2592 0.188
H 5.5662 -1.4785 -1.7875 0.207
H 5.4560 -1.5936 0.4236 0.167
H 4.6051 -2.7588 -0.8532 0.210
```



No. 7
Computed, not measured: a molecular structure, ClH12Na3O10 in a non-equilibrium geometry, with wB97M-V/def2-TZVPD.

HOMO energy   -17.20 eV
Frontier orbital gap   9.35 eV
Total charge   +2
E   -1705.750485 a.u.

```
26
Properties=species:S:1:pos:R:3:nbo_charge:R:1
Na 2.8030 -1.0555 0.9257 0.987
Na 1.6049 2.1627 -1.3749 0.974
Na -1.8781 1.6597 0.0217 0.967
Cl 0.2695 0.1190 0.0067 2.583
O -0.1347 1.2595 -0.7129 -0.939
O 1.5890 -0.2675 -0.3537 -0.947
O 0.1454 0.3116 1.4238 -0.818
O -0.5672 -0.9379 -0.4071 -0.799
O -2.5299 0.4062 -0.9963 -1.027
H -2.6848 0.5669 -1.9272 0.510
H -2.2120 -0.4958 -0.9581 0.523
O 0.9677 -2.9285 -1.1504 -0.903
H 0.6739 -2.6579 -2.0203 0.479
H 0.9772 -2.1199 -0.6381 0.421
O -0.3431 -0.1104 -3.0137 -0.888
H -0.6378 0.7114 -2.6212 0.449
H 0.5176 -0.2669 -2.6252 0.442
O 0.4125 0.1870 3.6306 -0.895
H 0.6418 0.9936 3.1692 0.445
H 0.0064 -0.3648 2.9621 0.472
O 1.8564 2.1201 0.3606 -0.978
H 2.7959 2.2703 0.4654 0.500
H 1.7115 1.2453 0.7210 0.451
O -1.9221 -1.1627 2.0136 -0.907
H -1.3387 -0.9666 1.2806 0.431
H -2.7244 -0.6788 1.8179 0.471
```